One molecule with the formula C4H7N3. Source: the Open Molecules 2025 dataset; level of theory: ωB97M-V/def2-TZVPD.

Calculated values
- HOMO-LUMO gap (alpha / beta): 9.67 / 5.27 eV
- Lowest unoccupied orbital energy (alpha / beta): 0.51 / -1.04 eV
- E_tot: -320.72973 a.u.
- ΔE to the lowest compared entry with this formula, charge and spin: 96.4 kcal per mole

Last column: Mulliken charge in e.
Element x y z (Å)
C  -0.6338  1.5101  -0.8589  -1.07
C  -0.9994  -1.5572  1.0442  -0.54
N  -0.1072  -0.6373  1.2029  -0.13
C  0.9294  -0.3419  0.2460  0.04
N  1.9882  -1.0121  0.3333  -0.60
C  0.6290  0.6726  -0.9904  0.85
N  1.4853  0.6314  -1.8638  -0.69
H  -1.0300  1.7137  -1.8561  0.35
H  -0.3985  2.4742  -0.3938  0.26
H  -1.4220  1.0431  -0.2557  0.30
H  -0.8709  -2.2559  0.2265  0.30
H  -1.8538  -1.6108  1.7079  0.30
H  -0.2480  0.0443  1.9443  0.28
H  2.5317  -0.6742  -0.4862  0.36

=====

One molecule with the formula C5N2O. Source: the Open Molecules 2025 dataset; level of theory: ωB97M-V/def2-TZVPD.

Calculated values
- HOMO-LUMO gap: 9.16 eV
- SMILES string: N#CC#CC(=O)C#N
- Lowest unoccupied orbital energy: -2.63 eV
- E_tot: -375.10446 a.u.
- ΔE to the lowest compared entry with this formula, charge and spin: 32.4 kcal per mole

Last column: Mulliken charge in e.
Element x y z (Å)
N  3.8785  -0.4970  -0.0752  -0.30
C  2.8413  -0.0365  -0.1443  -0.08
C  1.4906  0.1292  -0.0153  0.41
C  0.3207  0.3891  0.4614  -0.07
C  -1.2048  0.4992  0.1176  0.46
O  -1.9010  1.5441  -0.2165  -0.42
C  -2.0628  -0.6821  0.1129  0.33
N  -2.8930  -1.5239  -0.1336  -0.34

=====

A 2-piece molecular cluster, C4H15N2O overall. Source: the Open Molecules 2025 dataset; level of theory: ωB97M-V/def2-TZVPD.

Calculated values
- HOMO-LUMO gap (alpha / beta): 3.77 / 10.22 eV
- Lowest unoccupied orbital energy (alpha / beta): 0.71 / 0.52 eV
- E_tot: -345.98826 a.u.
- Multiplicity: 2
- ΔE to the lowest compared entry with this formula, charge and spin: 54.6 kcal per mole

Last column: Mulliken charge in e.
Element x y z (Å)
C  -0.3090  1.2696  -0.8607  -1.03
C  -0.8035  -0.1171  -0.3674  -0.58
C  0.3336  -0.9631  0.2723  -1.00
C  1.3112  -1.5091  -0.7317  -0.53
N  0.6647  -1.9840  -1.9724  -0.52
N  0.1242  2.0183  0.3785  -1.89
H  0.5295  1.2315  -1.5367  0.38
H  -1.1855  1.7744  -1.3277  0.40
H  -1.1306  -0.8631  -1.1590  0.44
H  -1.7520  0.0273  0.1861  0.50
H  0.8966  -0.4039  1.0080  0.45
H  -0.0439  -1.8282  0.9485  0.25
H  2.1020  -2.1759  -0.3642  0.41
H  1.7975  -0.5718  -1.2406  0.26
H  0.3665  -2.9573  -1.8688  0.19
H  1.3302  -1.9925  -2.7429  0.22
H  0.9760  1.5283  0.7891  0.77
H  -0.4404  1.7992  1.2801  -0.17
H  0.4940  2.9739  0.4163  1.50
H  -2.3116  0.6411  2.5529  0.32
H  -1.5771  1.2365  3.6096  0.27
O  -1.3724  0.8660  2.7307  -0.64

=====

| no. | molecular weight (g mol⁻¹) |
| --- | --- |
| 1 | 97.12 |
| 2 | 104.07 |
| 3 | 107.18 |